Density functional theory data (wB97M-V/def2-TZVPD) for one molecule with the formula C8H7NO.

Geometry as ORCA input:
```
! wB97M-V def2-TZVPD RIJCOSX def2/J DEFGRID3
* xyz 0 1
C -1.0421 -0.8652 -0.0102
C -2.0517 0.0343 -0.0806
C -1.6572 1.3638 -0.1043
C -0.3136 1.8104 0.1440
C 0.6998 0.9047 0.1038
C 2.1234 0.7167 -0.1283
C 2.4319 -0.5839 -0.1257
C 0.2911 -0.4615 0.0769
H -2.0838 -2.3374 0.3855
H -3.1499 -0.1565 -0.1046
H -2.4825 2.0219 -0.1417
H -0.1486 2.8916 0.0841
H 2.8790 1.4878 -0.3779
H 3.3960 -1.0150 -0.2196
H 1.0435 -2.2572 0.5388
N 1.3012 -1.3359 0.1083
O -1.2366 -2.2187 -0.1488
*
```

For the energy above the lowest of the compared OMol25 structures with the same formula, charge and spin, the calculation gives 19.2 kJ/mol. Its SMILES is Oc1cccc2cc[nH]c12. The value obtained for the orbital gap is 0.3119 hartree.

Atomic partial charges in e from the natural (NBO) method, atoms 1 to 8: number 1, C, carries 0.26; number 2, C, carries -0.30; number 3, C, carries -0.20; number 4, C, carries -0.23; number 5, C, carries -0.07; number 6, C, carries -0.30; number 7, C, carries -0.02; number 8, C, carries 0.09